# 1
DFT (ωB97M-V/def2-TZVPD) results for the ion C5H10NO with charge +1 at a distorted geometry.

Atoms and positions in Å:
C -1.020 0.065 0.909
C -1.538 -1.005 -0.130
C 0.204 0.248 0.046
C 1.419 -0.495 0.643
C 0.692 1.522 -0.611
N -0.468 -0.738 -0.977
O -0.099 -1.047 -2.081
H -1.631 0.922 0.900
H -0.855 -0.058 2.034
H -1.588 -2.109 -0.021
H -2.643 -0.890 -0.673
H 2.088 -0.720 -0.103
H 1.015 -1.322 1.160
H 1.904 0.197 1.304
H 1.054 1.257 -1.614
H 1.416 1.810 0.049
H 0.048 2.362 -0.835

Output
HOMO-LUMO gap (spin up / spin down): 11.683 / 7.950 eV
2S+1: 3
Expectation value of S²: 2.008
Relative energy (zero: lowest compared OMol25 entry of this formula, charge and spin): 253.9 kJ/mol
Molecular weight: 100.14 u
LUMO (spin up / spin down): -2.75 / -8.80 eV
Highest occupied orbital energy (spin up / spin down): -14.4 / -16.7 eV
Charge: +1

Here is what natural (NBO) gives for the atomic charges, in e: -0.44 -0.25 0.24 -0.61 -0.64 0.09 0.08 0.25 0.28 0.27 0.28 0.23 0.22 0.25 0.25 0.25 0.25

=====

# 2
DFT (ωB97M-V/def2-TZVPD) results for a cluster of 2 separate species, C5H10NO2 in total at a distorted geometry.

Atoms and positions in Å:
C -1.955 -1.097 -0.160
O -1.515 -1.987 -1.067
C -1.278 0.359 -0.323
C 0.206 0.328 -0.006
C 1.167 -0.700 -0.419
C 2.577 -0.540 -0.493
O 3.255 0.401 -0.050
N -1.720 1.559 0.250
H -1.751 -1.445 0.866
H -3.005 -0.946 -0.363
H -1.412 0.550 -1.411
H 0.215 0.384 1.102
H 0.607 1.292 -0.350
H 1.884 1.182 1.975
H 0.876 -1.614 -0.920
H 3.101 -1.323 -1.075
H -2.679 1.891 0.217
H 1.426 1.706 2.228

Output
HOMO-LUMO gap: 4.057 eV
Relative energy (zero: lowest compared OMol25 entry of this formula, charge and spin): 825.5 kJ/mol
Molecular weight: 116.14 u
LUMO: 1.11 eV
Highest occupied orbital energy: -2.9 eV
Charge: -1

Here is what natural (NBO) gives for the atomic charges, in e: -0.03 -0.69 -0.07 -0.47 -0.28 0.28 -0.65 -0.61 0.14 0.14 0.19 0.21 0.21 0.02 0.22 0.09 0.32 -0.03

=====

# 3
DFT (ωB97M-V/def2-TZVPD) results for the ion C5H10NO2 with charge -1 at a distorted geometry.

Atoms and positions in Å:
C 1.109 0.750 1.852
O -0.178 0.445 2.310
C 1.411 0.491 0.365
C 0.541 1.353 -0.450
C -0.659 0.621 -1.123
C -0.782 -0.932 -1.154
N -0.890 -1.612 -0.089
O -0.655 -1.452 -2.232
H 1.620 0.016 2.475
H 1.325 1.757 2.303
H 0.974 -0.595 -0.006
H 2.459 0.704 0.290
H 0.021 2.112 0.361
H 1.049 2.159 -1.181
H -0.701 1.043 -2.041
H -1.649 0.795 -0.503
H -1.176 -2.537 -0.242
H -0.747 0.187 1.609

Output
Structure (SMILES): [H]/N=C(\[O-])CCCCO
HOMO-LUMO gap: 7.304 eV
Relative energy (zero: lowest compared OMol25 entry of this formula, charge and spin): 338.6 kJ/mol
Molecular weight: 116.14 u
LUMO: 3.98 eV
Highest occupied orbital energy: -3.3 eV
Charge: -1

Here is what natural (NBO) gives for the atomic charges, in e: -0.05 -0.76 -0.51 -0.38 -0.50 0.58 -0.97 -0.78 0.16 0.14 0.29 0.20 0.18 0.19 0.20 0.19 0.33 0.49

=====

# 4
DFT (ωB97M-V/def2-TZVPD) results for the ion C5H10NO2 with charge -1.

Atoms and positions in Å:
C 1.582 -0.335 1.472
N 0.233 0.169 1.201
C 0.061 0.777 -0.112
C -0.908 -0.019 -0.990
C -0.628 -1.541 -1.077
O -0.841 -2.208 0.083
C -0.570 2.145 0.049
O -0.724 2.943 -0.842
H 1.503 -1.371 1.814
H 2.105 0.289 2.200
H 2.176 -0.368 0.546
H -0.340 -0.690 1.174
H 1.018 0.969 -0.609
H -1.916 0.050 -0.569
H -0.969 0.425 -1.989
H -1.273 -1.913 -1.920
H 0.405 -1.669 -1.519
H -0.916 2.347 1.089

Output
Structure (SMILES): CN[C@H](C=O)CC[O-]
HOMO-LUMO gap: 6.772 eV
Relative energy (zero: lowest compared OMol25 entry of this formula, charge and spin): 261.6 kJ/mol
Molecular weight: 116.14 u
LUMO: 3.94 eV
Highest occupied orbital energy: -2.8 eV
Charge: -1

Here is what natural (NBO) gives for the atomic charges, in e: -0.41 -0.69 -0.17 -0.44 -0.01 -0.96 0.47 -0.58 0.21 0.16 0.16 0.43 0.19 0.19 0.19 0.08 0.07 0.10

=====

# 5
DFT (ωB97M-V/def2-TZVPD) results for a cluster of 2 separate species, C5H10NO2 in total at a distorted geometry.

Atoms and positions in Å:
C -1.496 0.977 -0.343
C 0.683 -0.266 -0.480
C 0.304 -1.513 -0.318
C -1.101 -1.868 -0.115
C 1.621 1.394 1.024
N 1.480 0.772 -0.254
O 1.091 -2.536 -0.743
O -1.432 2.184 -0.011
H -2.417 0.569 -0.611
H -1.656 -1.953 -1.052
H -1.165 -2.844 0.425
H -1.722 -1.239 0.489
H 2.475 2.045 1.252
H 0.594 1.732 1.333
H 1.618 0.492 1.765
H 1.813 -2.217 -1.362
H 1.516 1.392 -1.062
H -2.207 2.879 0.063

Output
HOMO-LUMO gap: 9.090 eV
Relative energy (zero: lowest compared OMol25 entry of this formula, charge and spin): 619.1 kJ/mol
Molecular weight: 116.14 u
LUMO: -3.97 eV
Highest occupied orbital energy: -13.1 eV
Charge: +1

Here is what natural (NBO) gives for the atomic charges, in e: 0.22 0.32 0.29 -0.67 -0.45 -0.50 -0.62 -0.61 0.11 0.26 0.27 0.24 0.26 0.22 0.23 0.51 0.41 0.52

=====

# 6
DFT (ωB97M-V/def2-TZVPD) results for the ion C5H10NO2 with charge +1 at a distorted geometry.

Atoms and positions in Å:
O 1.021 -2.162 -1.450
C 0.990 -1.058 -1.061
C 0.710 -0.649 0.412
C -0.830 -0.424 0.229
C -1.033 0.732 -0.658
C -0.594 2.108 -0.242
O -1.101 2.595 0.991
N 1.096 -1.566 1.375
H 0.910 -0.098 -1.695
H 1.150 0.325 0.608
H -1.451 -0.407 1.124
H -1.172 -1.315 -0.343
H -1.967 0.786 -1.227
H 0.488 2.104 -0.075
H -0.710 2.836 -1.047
H -2.012 2.883 0.865
H 1.746 -1.497 2.132
H 0.872 -2.542 1.268

Output
HOMO-LUMO gap: 5.978 eV
Relative energy (zero: lowest compared OMol25 entry of this formula, charge and spin): 495.9 kJ/mol
Molecular weight: 116.14 u
LUMO: -7.61 eV
Highest occupied orbital energy: -13.6 eV
Charge: +1

Here is what natural (NBO) gives for the atomic charges, in e: -0.40 0.46 -0.10 -0.57 0.28 -0.20 -0.64 -0.79 0.14 0.23 0.37 0.26 0.23 0.21 0.21 0.49 0.42 0.40

=====

# 7
DFT (ωB97M-V/def2-TZVPD) results for a cluster of 2 separate species, C5H10NO2 in total at a distorted geometry.

Atoms and positions in Å:
C -0.994 -0.275 -0.827
C 0.061 -0.003 -1.875
C 1.067 -0.450 -0.637
C -0.280 -1.567 1.258
C 0.613 2.378 0.998
N -0.154 -0.661 0.101
O -2.218 0.044 -0.758
O -0.167 1.485 0.891
H 0.200 -0.585 -2.768
H 0.052 0.993 -2.093
H 1.672 -1.498 -0.735
H 1.719 0.332 -0.329
H -1.239 -2.131 1.049
H 0.450 -2.290 1.043
H -0.291 -1.174 2.281
H 0.537 3.491 0.621
H 1.546 2.210 1.723
H -2.575 -0.299 0.057

Output
HOMO-LUMO gap: 10.711 eV
Relative energy (zero: lowest compared OMol25 entry of this formula, charge and spin): 334.7 kJ/mol
Molecular weight: 116.14 u
LUMO: -3.37 eV
Highest occupied orbital energy: -14.1 eV
Charge: +1

Here is what natural (NBO) gives for the atomic charges, in e: 0.71 -0.45 -0.18 -0.42 0.30 -0.30 -0.55 -0.56 0.27 0.24 0.22 0.22 0.22 0.23 0.25 0.15 0.12 0.52

=====

# 8
DFT (ωB97M-V/def2-TZVPD) results for the molecule C5H10NO2P at a distorted geometry.

Atoms and positions in Å:
C 1.137 1.475 -1.573
C 0.350 0.538 -2.080
C 0.944 1.755 -0.123
C -0.636 1.070 1.614
C -0.231 -2.489 0.378
N 0.026 0.746 0.370
O -1.540 -2.890 0.645
O -0.083 -1.648 -0.727
P -0.815 -0.132 -0.847
H 1.882 2.033 -2.123
H 0.338 0.231 -3.112
H 1.897 1.703 0.424
H 0.538 2.769 0.024
H -1.322 0.266 1.875
H 0.109 1.163 2.410
H -1.200 2.010 1.561
H -1.926 -3.240 -0.167
H 0.124 -2.001 1.294
H 0.410 -3.357 0.154

Output
Structure (SMILES): CN1CC=CP1OCO
HOMO-LUMO gap: 9.314 eV
Relative energy (zero: lowest compared OMol25 entry of this formula, charge and spin): 65.4 kJ/mol
Molecular weight: 147.11 u
LUMO: 0.96 eV
Highest occupied orbital energy: -8.4 eV

Here is what natural (NBO) gives for the atomic charges, in e: -0.15 -0.53 -0.25 -0.40 0.24 -0.74 -0.72 -0.82 1.21 0.21 0.23 0.20 0.19 0.21 0.19 0.17 0.47 0.15 0.15

=====

# 9
DFT (ωB97M-V/def2-TZVPD) results for a structure of composition C5H10NO2P at a distorted geometry.

Atoms and positions in Å:
C -3.448 1.674 -0.500
C -0.602 0.617 0.505
C 0.162 1.464 1.135
C -2.336 1.270 -0.111
C 0.412 -2.118 1.008
N 3.089 0.970 -1.051
O -1.938 -1.659 -0.080
O 0.080 -1.033 -1.555
P -0.459 -1.043 -0.187
H -4.363 2.048 -0.847
H 1.141 1.144 1.466
H -0.121 2.486 1.337
H 3.595 1.479 -1.769
H 1.436 -2.269 0.682
H 0.395 -1.700 2.008
H -0.115 -3.069 0.999
H -2.539 -1.170 -0.647
H 3.480 0.035 -1.018
H 2.133 0.872 -1.374

Output
HOMO-LUMO gap (spin up / spin down): 7.018 / 6.511 eV
2S+1: 3
Expectation value of S²: 2.014
Relative energy (zero: lowest compared OMol25 entry of this formula, charge and spin): 261.3 kJ/mol
Molecular weight: 147.11 u
LUMO (spin up / spin down): 0.53 / -3.56 eV
Highest occupied orbital energy (spin up / spin down): -6.5 / -10.1 eV

Here is what natural (NBO) gives for the atomic charges, in e: -0.28 -0.17 -0.41 -0.12 -1.01 -1.08 -0.97 -1.06 2.08 0.24 0.21 0.21 0.36 0.25 0.25 0.27 0.52 0.36 0.37

=====

# 10
DFT (ωB97M-V/def2-TZVPD) results for the ion C5H10NO3 with charge +1 at a distorted geometry.

Atoms and positions in Å:
C -1.849 0.330 -0.115
C -0.471 -0.249 -0.290
C -3.312 -0.118 0.291
C 2.957 -1.057 0.758
C 1.873 0.653 -0.644
N 0.437 0.627 -0.698
O -1.887 1.660 -0.570
O -3.667 -1.297 0.711
O 2.414 -0.652 -0.503
H -0.441 -1.240 0.002
H -4.101 0.602 0.302
H 2.269 -0.657 1.516
H 3.969 -0.755 0.816
H 2.994 -2.199 0.680
H 2.121 1.490 0.015
H 2.150 0.927 -1.589
H 0.088 1.614 -0.836
H -2.630 2.214 -0.392
H -2.914 -1.892 0.546

Output
Structure (SMILES): COC/[NH+]=C/C(O)=C\O
HOMO-LUMO gap (spin up / spin down): 7.445 / 7.443 eV
Relative energy (zero: lowest compared OMol25 entry of this formula, charge and spin): 418.5 kJ/mol
Molecular weight: 132.14 u
LUMO (spin up / spin down): -5.20 / -5.21 eV
Highest occupied orbital energy (spin up / spin down): -12.6 / -12.6 eV
Charge: +1

Here is what natural (NBO) gives for the atomic charges, in e: 0.07 0.16 0.32 -0.25 0.09 -0.47 -0.74 -0.56 -0.53 0.24 0.21 0.17 0.20 0.21 0.20 0.21 0.45 0.51 0.50

=====

# 11
DFT (ωB97M-V/def2-TZVPD) results for the ion C5H10NO3 with charge +1 at a distorted geometry.

Atoms and positions in Å:
C 0.876 1.000 -0.594
C 0.911 -0.447 1.263
C 0.101 -1.380 -0.684
C 1.130 -0.437 -0.177
C -1.289 0.141 0.328
N -0.596 1.157 -0.708
O -0.325 0.211 1.498
O -1.274 -1.002 -0.348
O -2.486 0.697 0.677
H 1.266 1.584 0.244
H 1.444 1.290 -1.397
H 0.971 -1.508 1.638
H 1.561 0.059 2.024
H 0.200 -1.347 -1.859
H 0.148 -2.410 -0.274
H 2.097 -0.762 -0.649
H -0.884 2.142 -0.703
H -0.914 0.817 -1.623
H -2.936 0.195 1.346

Output
Structure (SMILES): O[C@]12[NH2+]C[C@H](CO1)CO2
HOMO-LUMO gap: 11.646 eV
Relative energy (zero: lowest compared OMol25 entry of this formula, charge and spin): 186.8 kJ/mol
Molecular weight: 132.14 u
LUMO: -3.21 eV
Highest occupied orbital energy: -14.9 eV
Charge: +1

Here is what natural (NBO) gives for the atomic charges, in e: -0.23 -0.10 -0.09 -0.34 0.93 -0.57 -0.52 -0.49 -0.67 0.25 0.24 0.20 0.23 0.21 0.25 0.29 0.46 0.43 0.53

=====

# 12
DFT (ωB97M-V/def2-TZVPD) results for a cluster of 2 separate species, C5H10NOP in total at a distorted geometry.

Atoms and positions in Å:
C 1.162 -0.859 -0.464
C 0.436 0.343 -0.020
C 0.802 -2.008 0.061
C 0.300 1.418 -1.005
C 0.821 0.793 1.387
N -1.802 0.762 0.678
O -4.015 -0.330 -0.169
P -2.544 -0.268 -0.189
H 1.889 -0.840 -1.338
H -1.991 -1.422 -0.803
H 1.085 -3.068 -0.297
H 0.067 -2.044 0.860
H -0.287 2.162 -0.403
H -0.223 1.028 -1.859
H 1.384 1.598 -1.292
H 1.881 1.242 1.132
H 0.846 -0.035 1.987
H 0.188 1.529 1.735

Output
HOMO-LUMO gap (spin up / spin down): 7.981 / 7.985 eV
Relative energy (zero: lowest compared OMol25 entry of this formula, charge and spin): 473.5 kJ/mol
Molecular weight: 131.12 u
LUMO (spin up / spin down): -1.05 / -1.05 eV
Highest occupied orbital energy (spin up / spin down): -9.0 / -9.0 eV

Here is what natural (NBO) gives for the atomic charges, in e: -0.35 0.41 -0.31 -0.72 -0.65 -1.07 -1.03 1.74 0.24 -0.09 0.22 0.20 0.27 0.23 0.23 0.21 0.22 0.24

=====

# 13
DFT (ωB97M-V/def2-TZVPD) results for the ion C5H10NOS with charge +1 at a distorted geometry.

Atoms and positions in Å:
C 1.089 -0.402 -0.642
C -0.309 0.525 1.454
C 0.714 1.624 1.155
C -0.461 -0.335 -0.699
C -1.170 -0.855 -1.844
N -1.018 0.183 0.343
O 1.178 -1.540 0.343
S 2.073 0.997 0.094
H 1.387 -0.550 -1.641
H 0.158 -0.455 1.891
H -0.982 0.918 2.323
H 0.237 2.486 0.695
H 1.223 2.066 2.027
H -1.997 -1.399 -1.396
H -0.660 -1.578 -2.382
H -1.543 -0.051 -2.480
H 2.055 -1.929 0.444
H -1.971 0.296 0.315

Output
Structure (SMILES): CC1=[NH+]CCS[C@H]1O
HOMO-LUMO gap: 8.354 eV
Relative energy (zero: lowest compared OMol25 entry of this formula, charge and spin): 91.4 kJ/mol
Molecular weight: 132.21 u
LUMO: -4.78 eV
Highest occupied orbital energy: -13.1 eV
Charge: +1

Here is what natural (NBO) gives for the atomic charges, in e: -0.11 -0.30 -0.54 0.52 -0.71 -0.42 -0.75 0.28 0.23 0.28 0.26 0.23 0.27 0.26 0.27 0.29 0.51 0.43

=====

# 14
DFT (ωB97M-V/def2-TZVPD) results for the ion C5H10NOS with charge +1 at a distorted geometry.

Atoms and positions in Å:
C 1.409 -0.228 -0.288
C 2.639 0.215 -0.058
C -0.846 -0.147 0.215
C 0.406 1.933 0.230
C -2.610 -1.858 -0.017
N 0.192 0.587 -0.429
O -1.782 -0.772 -0.504
S 4.025 -0.663 -0.170
H 1.328 -1.345 -0.622
H 2.854 1.268 0.288
H -0.618 -0.505 1.172
H 0.744 1.748 1.250
H 1.128 2.436 -0.341
H -0.503 2.477 0.306
H -2.074 -2.283 0.872
H -2.862 -2.333 -0.984
H -3.475 -1.430 0.543
H 0.046 0.900 -1.461

Output
HOMO-LUMO gap (spin up / spin down): 6.128 / 8.986 eV
Relative energy (zero: lowest compared OMol25 entry of this formula, charge and spin): 482.9 kJ/mol
Molecular weight: 132.21 u
LUMO (spin up / spin down): -6.08 / -4.05 eV
Highest occupied orbital energy (spin up / spin down): -12.2 / -13.0 eV
Charge: +1

Here is what natural (NBO) gives for the atomic charges, in e: -0.04 -0.47 0.27 -0.40 -0.26 -0.43 -0.46 0.27 0.26 0.23 0.18 0.24 0.23 0.25 0.20 0.25 0.21 0.48